Record 1
C56H50N6O5ReS3Sb as an isolated structure, computed with the ωB97M-V functional and the def2-TZVPD basis.

Calculated values
Largest force on an atom (eV/Å): 1.50
Gap between HOMO and LUMO (spin up / spin down) (eV): 6.2 / 5.1
LUMO (spin up / spin down) (Ha): -0.2786 / -0.3143
HOMO level (spin up / spin down) (eV): -13.81 / -13.67

ORCA input file:
```
! RIJCOSX wB97M-V def2-TZVPD def2/J DEFGRID3
* xyz 3 4
Re -0.14219 -0.71195 -0.71684
O -2.19340 -0.54672 7.18818
C -2.31866 -0.21525 5.91017
O -3.17868 0.54329 5.54425
C -1.37610 -0.84642 4.91146
C -0.59480 -0.07500 4.14482
C 0.21103 -0.69919 3.05569
C -0.46672 -1.90581 2.47444
C -1.09955 -2.75991 3.44203
C -1.49250 -2.26843 4.64096
N -0.54310 -2.13833 1.14751
C -1.03993 -3.27775 0.66007
C -1.10122 -3.49874 -0.72775
C -1.69122 -4.66352 -1.25975
C -1.76645 -4.84464 -2.61234
C -1.23081 -3.86045 -3.46601
C -0.65948 -2.75596 -2.91312
N -0.59373 -2.54791 -1.56730
H -1.45788 -1.14634 7.36320
H -0.47255 0.98510 4.34741
H 0.47772 0.01947 2.28225
H -1.32846 -3.78920 3.20215
H -1.97151 -2.91442 5.36731
H -1.37712 -4.07208 1.30750
H -2.08198 -5.40679 -0.57734
H -2.22691 -5.73439 -3.02243
H -1.24396 -3.97992 -4.54064
H -0.20231 -2.00888 -3.54404
O 1.46336 -1.10684 3.79877
S 2.86658 -1.28094 3.04308
C 3.83488 -1.93892 4.36138
C 4.03578 -1.24483 5.55039
C 4.80217 -1.83988 6.53419
C 5.36534 -3.09629 6.32033
C 5.16166 -3.77099 5.12555
C 4.38657 -3.19460 4.13135
C 3.44125 0.39862 2.92043
C 2.90149 1.40567 3.70751
C 3.41159 2.68947 3.58519
C 4.43666 2.94982 2.68483
C 4.95785 1.93203 1.89434
C 4.45871 0.64435 2.00598
H 3.60065 -0.26756 5.70623
H 4.96899 -1.31935 7.46771
H 5.97516 -3.54666 7.09278
H 5.60578 -4.74445 4.96615
H 4.21253 -3.70568 3.19127
H 2.11433 1.18856 4.41902
H 3.02381 3.48200 4.21340
H 4.84077 3.94972 2.60213
H 5.76063 2.14215 1.19926
H 4.87311 -0.16867 1.41655
C -3.74467 -0.71439 -3.39074
S -3.38532 -0.89524 -1.64557
O -2.04206 -0.14915 -1.48661
C -4.61073 0.23288 -1.03007
C -5.68503 -0.30832 -0.33863
C -6.69789 0.53860 0.09143
C -6.61792 1.90025 -0.16737
C -5.52289 2.42810 -0.84774
C -4.50854 1.59431 -1.28543
H -3.57598 0.32531 -3.67344
H -4.78680 -0.99882 -3.54134
H -3.08295 -1.37605 -3.94736
H -5.74211 -1.37703 -0.16232
H -7.55500 0.13391 0.61422
H -7.41876 2.55563 0.15036
H -5.47708 3.48982 -1.05609
H -3.65849 1.98686 -1.83538
C 3.48295 4.62633 -2.78623
C 3.94301 3.50732 -3.46785
C 3.18801 2.34124 -3.49124
C 1.97476 2.29794 -2.81170
C 1.51607 3.41428 -2.11877
C 2.26782 4.57960 -2.11570
Sb 0.77793 0.55116 -2.95061
C 2.14306 -0.75433 -3.92869
C 3.33344 -0.98319 -3.23858
C 4.30416 -1.81015 -3.78140
C 4.09554 -2.40969 -5.01740
C 2.92213 -2.16474 -5.71497
C 1.94402 -1.34065 -5.17503
C -0.81011 1.16351 -4.21981
C -1.47295 2.33322 -3.85067
C -2.49618 2.83062 -4.64500
C -2.85304 2.16787 -5.81415
C -2.20348 0.99459 -6.17278
C -1.18824 0.48373 -5.37292
H 4.06833 5.53702 -2.78593
H 4.88806 3.54069 -3.99499
H 3.54844 1.48771 -4.04892
H 0.57671 3.37841 -1.58052
H 1.90167 5.45446 -1.59151
H 3.51165 -0.49919 -2.28521
H 5.22552 -1.98400 -3.24071
H 4.85361 -3.05680 -5.43812
H 2.76669 -2.61294 -6.68808
H 1.04827 -1.15218 -5.75039
H -1.17804 2.86657 -2.95281
H -3.00373 3.74587 -4.36488
H -3.63542 2.56833 -6.44591
H -2.48101 0.47882 -7.08371
H -0.70007 -0.43516 -5.66771
S 3.81408 -3.03796 -0.14773
C 2.58062 -2.07698 -0.27671
N 1.65161 -1.32536 -0.34039
C -0.79875 3.84645 0.86983
N -1.69058 2.72749 1.20172
C -2.82718 2.94039 1.93633
C -3.63081 1.92638 2.30462
C -3.24636 0.61901 1.88731
N -2.16372 0.43740 1.12733
C -1.39346 1.45723 0.80295
O -0.31567 1.26661 0.12126
N -3.96376 -0.44725 2.21248
H -0.88416 4.60845 1.64017
H -1.07464 4.28777 -0.08917
H 0.22481 3.49033 0.82259
H -3.03553 3.96663 2.20654
H -4.51477 2.08970 2.90314
H -4.62494 -0.36176 2.96896
H -3.59132 -1.36410 2.01417
*
```


Record 2
C26H24F5NOP2SY as an isolated structure, computed with the ωB97M-V functional and the def2-TZVPD basis.

Calculated values
Largest force on an atom (eV/Å): 5.92
Gap between HOMO and LUMO (eV): 5.2
LUMO (Ha): -0.1784
HOMO level (eV): -10.07

ORCA input file:
```
! RIJCOSX wB97M-V def2-TZVPD def2/J DEFGRID3
* xyz 1 1
C -0.69057 -4.39733 -1.84350
C -0.43333 -3.05653 -2.15986
C -1.55402 -2.14214 -2.09678
C -2.56631 -2.43348 -1.07818
C -2.66918 -3.78524 -0.59378
C -1.81752 -4.73434 -1.09486
C -3.26160 -1.30239 -0.55567
C -3.20788 -0.07500 -1.20173
C -2.19074 0.06274 -2.24295
C -1.73790 1.41202 -2.49425
C -2.63095 2.48020 -2.28873
C -3.78568 2.23705 -1.50347
C -3.99744 1.04731 -0.85915
H 0.06923 -5.10204 -2.05477
H -3.43562 -3.96022 0.14845
H -1.97168 -5.76843 -0.81787
H -3.57277 -1.35149 0.51706
H -2.36464 3.43715 -2.62138
H -4.48692 3.07585 -1.35623
H -4.75961 0.90552 -0.10610
N -1.50201 -0.94911 -2.73516
Y 0.33977 -0.21697 1.85660
C 0.92354 -2.46253 -2.28631
H 1.01598 -1.68504 -3.03445
H 1.64047 -3.30702 -2.49213
C -0.26535 1.62233 -2.70462
H 0.17307 0.91394 -3.41047
H -0.11013 2.67910 -3.02625
P 1.56567 -1.71578 -0.62466
P 0.71561 1.46630 -1.05203
C 0.57708 3.18585 -0.40683
H 1.22269 3.31352 0.46999
H 0.88992 3.89905 -1.18517
H -0.45327 3.38993 -0.09484
C 2.36676 1.66796 -1.83800
H 2.48786 2.69672 -2.19113
H 3.15948 1.45666 -1.09819
H 2.47030 0.97810 -2.68075
C 1.82756 -3.24645 0.37123
H 2.46819 -3.94459 -0.18989
H 2.32975 -2.99979 1.32386
H 0.86906 -3.72311 0.59561
C 3.31962 -1.47858 -1.13728
H 3.85463 -0.89822 -0.37177
H 3.80560 -2.45388 -1.24629
H 3.37833 -0.93480 -2.08643
C 2.46908 0.63027 1.52942
O 3.53891 1.05655 1.46035
H -1.03886 -0.85153 0.79156
F 2.59374 2.36385 6.39828
C 1.62114 2.22765 5.45507
C 1.08392 0.97735 5.22446
F 1.60111 -0.12440 5.77735
C -0.01608 0.91640 4.30196
F -0.76778 -0.30188 4.16089
C -0.44427 2.02290 3.52825
S -1.48911 1.78489 2.17516
C 0.16657 3.22789 3.83137
F -0.12693 4.30827 3.03782
C 1.14803 3.37622 4.79915
F 1.65551 4.58276 5.10801
*
```


Record 3
C7H12MgO3 as an isolated structure, computed with the ωB97M-V functional and the def2-TZVPD basis.

Calculated values
Largest force on an atom (eV/Å): 3.38
Gap between HOMO and LUMO (spin up / spin down) (eV): 5.2 / 4.6
LUMO (spin up / spin down) (Ha): -0.5779 / -0.5768
HOMO level (spin up / spin down) (eV): -20.93 / -20.27

ORCA input file:
```
! RIJCOSX wB97M-V def2-TZVPD def2/J DEFGRID3
* xyz 3 2
O -1.50386 0.82782 -0.93658
C -0.99846 -0.36513 -0.69185
O -0.64615 -0.68788 0.45152
Mg -0.12862 -1.84796 1.89860
O -0.85650 -1.03431 -1.76302
C -0.29262 -2.38190 -1.74525
C -0.20925 -2.85817 -3.16943
H -0.96232 -3.00725 -1.14159
H 0.69783 -2.31789 -1.27774
H -1.20130 -2.87876 -3.63628
H 0.19352 -3.87912 -3.16386
H 0.46072 -2.22018 -3.75795
C -1.63170 1.73182 0.11997
H -1.70822 2.77414 -0.29237
H -2.58656 1.61015 0.68309
C -0.57364 1.84861 1.03173
H -0.48178 2.26799 2.12548
C 2.27859 2.06476 1.90382
C 1.78975 2.09660 3.16619
H 2.34853 1.11998 1.35215
H 2.56438 2.98546 1.38810
H 1.52454 1.16411 3.67032
H 1.92313 2.98712 3.78496
*
```


Record 4
C13H14MnN6O3SSe as an isolated structure, computed with the ωB97M-V functional and the def2-TZVPD basis.

Calculated values
Largest force on an atom (eV/Å): 3.74
Gap between HOMO and LUMO (spin up / spin down) (eV): 6.6 / 6.6
LUMO (spin up / spin down) (Ha): 0.1038 / 0.0853
HOMO level (spin up / spin down) (eV): -3.75 / -4.33

ORCA input file:
```
! RIJCOSX wB97M-V def2-TZVPD def2/J DEFGRID3
* xyz -1 5
Mn -0.26047 -0.58478 0.57749
N 2.16143 -0.04528 4.21639
C 1.54783 -0.20418 2.99759
S -0.19047 -0.20208 2.97849
N 2.27743 -0.27958 1.93279
N 1.66193 -0.37258 0.74009
C 2.46923 -0.25488 -0.29871
C 2.09193 -0.26048 -1.65281
C 3.04973 0.05872 -2.63221
C 2.74273 0.06392 -3.97021
C 1.47153 -0.32238 -4.38871
C 0.51023 -0.67758 -3.46241
C 0.76263 -0.61058 -2.08011
O -0.16457 -0.90558 -1.22881
H 1.59773 -0.31768 5.00789
H 3.12333 -0.34738 4.23849
H 3.51743 -0.09368 -0.06741
H 4.04383 0.32382 -2.30731
H 3.48453 0.35732 -4.69901
H 1.23373 -0.35018 -5.44271
H -0.47087 -0.99918 -3.78601
C -3.85817 0.92652 1.38879
C -2.50517 0.56112 0.84859
N -2.13077 -0.70098 0.73209
O -3.05737 -1.67368 1.13969
C -1.59927 1.54812 0.43719
C -2.05487 2.95962 0.15389
N -0.31367 1.24052 0.31159
O 0.54383 2.05212 -0.15261
H -4.11337 0.23262 2.18779
H -4.62677 0.84822 0.62069
H -3.84487 1.93742 1.78479
H -2.57327 -2.51328 1.10579
H -3.08617 2.97502 -0.19661
H -1.40357 3.38272 -0.61171
H -1.96497 3.58022 1.04949
Se 0.04673 -5.31018 0.73589
C -0.01777 -3.59308 0.84269
N -0.10117 -2.42868 0.94909
*
```


Record 5
A 7-piece molecular cluster, C43H43F6O overall, computed with the ωB97M-V functional and the def2-TZVPD basis.

Calculated values
Largest force on an atom (eV/Å): 1.86
Gap between HOMO and LUMO (eV): 3.3
LUMO (Ha): 0.0738
HOMO level (eV): -1.33

ORCA input file:
```
! RIJCOSX wB97M-V def2-TZVPD def2/J DEFGRID3
* xyz -1 1
C 2.89842 1.57781 -2.88617
C 2.73535 0.31572 -2.37674
C 2.02468 -0.85258 -3.00325
C 0.50931 -0.77913 -3.21678
O 0.20617 0.03378 -4.39858
C -0.38962 1.28397 -4.17838
C -1.11088 1.48500 -2.86275
C -2.35665 0.60749 -2.70915
H 2.10257 2.28992 -3.06997
H 3.91107 1.94222 -3.06476
H 3.21876 0.13323 -1.40984
H 2.59967 -1.11781 -3.91500
H 2.15834 -1.69111 -2.31023
H 0.21054 -1.79570 -3.51371
H 0.36783 2.07550 -4.28944
H -1.11685 1.47013 -4.98314
H -1.48748 2.52105 -2.87612
H -0.46511 1.42965 -1.99308
H -3.23350 1.06798 -3.16914
H -2.18671 -0.35599 -3.18825
H -2.54247 0.37615 -1.65918
F 7.02483 0.41513 0.29701
C 6.47332 -0.81557 0.37772
C 5.83397 -1.34023 -0.72733
C 5.26936 -2.60253 -0.64069
C 5.33874 -3.31577 0.54785
C 5.97858 -2.76713 1.64981
C 6.55900 -1.50778 1.56900
H 5.77396 -0.76416 -1.64131
H 4.76795 -3.02310 -1.49991
H 4.88759 -4.29708 0.61602
H 6.02152 -3.31780 2.57917
H 7.06418 -1.06249 2.41613
F 6.56978 -4.74211 -2.09689
C 7.54043 -4.52665 -3.00120
C 8.85741 -4.69277 -2.62174
C 9.85453 -4.47037 -3.56001
C 9.52584 -4.07956 -4.85092
C 8.19415 -3.91410 -5.20687
C 7.18834 -4.14217 -4.27959
H 9.08978 -4.98919 -1.60774
H 10.89158 -4.60133 -3.28070
H 10.30721 -3.90257 -5.57808
H 7.93503 -3.60394 -6.21018
H 6.14422 -4.02343 -4.53680
F 0.34543 4.45536 -1.60650
C -0.64059 4.93657 -0.83920
C -1.25358 6.12156 -1.19847
C -2.27866 6.61223 -0.40186
C -2.67163 5.92201 0.73700
C -2.03667 4.73477 1.07936
C -1.01723 4.23179 0.28708
H -0.92978 6.64328 -2.08898
H -2.77388 7.53520 -0.67431
H -3.47187 6.30755 1.35551
H -2.33591 4.19415 1.96696
H -0.51818 3.30279 0.52955
F 4.27582 -3.54403 4.32899
C 3.02009 -3.53059 3.82494
C 2.24464 -4.66663 3.92828
C 0.96029 -4.64454 3.40189
C 0.47944 -3.50238 2.77666
C 1.28191 -2.37346 2.68071
C 2.56277 -2.38121 3.21306
H 2.64397 -5.54929 4.41019
H 0.33554 -5.52469 3.47754
H -0.51856 -3.49216 2.36000
H 0.91273 -1.48585 2.18498
H 3.20511 -1.51303 3.15012
F -1.91118 1.58854 2.54495
C -3.21034 1.45311 2.87376
C -3.53621 0.85822 4.07649
C -4.87580 0.72485 4.41342
C -5.86452 1.17622 3.54907
C -5.51060 1.76815 2.34368
C -4.17462 1.91464 2.00048
H -2.75013 0.50689 4.73157
H -5.14787 0.26607 5.35488
H -6.90602 1.06726 3.81228
H -6.27769 2.11758 1.66502
H -3.87989 2.37780 1.06796
F -8.91948 1.73226 4.35674
C -9.83627 1.92741 3.38604
C -10.22956 3.21641 3.08966
C -11.16742 3.41195 2.08663
C -11.69997 2.32596 1.40543
C -11.29030 1.03887 1.72456
C -10.34694 0.83198 2.72032
H -9.80479 4.04704 3.63700
H -11.48181 4.41611 1.83620
H -12.43257 2.48341 0.62540
H -11.70512 0.19099 1.19654
H -10.00685 -0.16165 2.97938
*
```


Record 6
An isolated ion of composition C3H10N5 and charge +1, computed with the ωB97M-V functional and the def2-TZVPD basis.

Calculated values
Largest force on an atom (eV/Å): 4.81
Gap between HOMO and LUMO (spin up / spin down) (eV): 9.1 / 9.1
LUMO (spin up / spin down) (Ha): -0.1810 / -0.1810
HOMO level (spin up / spin down) (eV): -14.06 / -14.06

ORCA input file:
```
! RIJCOSX wB97M-V def2-TZVPD def2/J DEFGRID3
* xyz 1 1
C 0.16022 -0.57751 -0.09468
C 0.69922 -1.56799 0.87307
C -1.64916 0.63083 -0.99068
N 2.22416 0.19379 -0.92734
N -0.38175 1.46742 0.86151
N 0.91588 1.47193 0.47932
N -0.88023 0.28879 0.31751
N 1.22922 0.43479 -0.27478
H -0.00437 -1.09912 -1.17711
H 0.99039 -1.22643 1.85406
H 1.58859 -2.14962 0.57192
H 0.03486 -2.44606 0.98434
H -2.27896 -0.20442 -1.38889
H -2.40902 1.43017 -0.95997
H -0.76557 0.77758 -1.71734
H 2.87115 0.99947 -0.91323
H -0.35777 1.43681 1.88858
H 1.37498 2.36660 0.34153
*
```


Record 7
A 12-piece molecular cluster, C4H32N2O11 overall, computed with the ωB97M-V functional and the def2-TZVPD basis.

Calculated values
Largest force on an atom (eV/Å): 2.23
Gap between HOMO and LUMO (eV): 9.8
LUMO (Ha): 0.0089
HOMO level (eV): -9.52

ORCA input file:
```
! RIJCOSX wB97M-V def2-TZVPD def2/J DEFGRID3
* xyz 0 1
C -0.21213 -2.26777 -1.04766
C 0.02784 -0.89906 -1.66667
C 0.17985 0.17929 -0.59777
N 0.38592 1.21755 2.09686
C 1.30202 0.38322 1.50937
N 1.24083 -0.11169 0.34058
H 0.01935 -3.14068 -1.65989
H 0.30485 -2.39283 -0.10846
H -1.27983 -2.38992 -0.83212
H 0.74690 -0.87215 -2.48175
H -0.93815 -0.61701 -2.10720
H -0.79854 0.32617 -0.10513
H 0.25865 1.17928 -1.04217
H 0.52089 1.76201 2.92246
H -0.37825 1.37773 1.46843
H 2.01076 0.00989 2.23114
H -2.45911 -0.53873 2.38059
H -2.32967 -0.84150 0.92807
O -2.85514 -0.30525 1.53517
H 0.93208 2.93572 0.19172
H -0.36258 3.80402 0.61199
O 0.25519 3.53582 -0.09178
H -0.79130 3.62830 -1.40156
H -0.29652 3.50429 -2.83585
O -1.11073 3.56759 -2.32915
H 3.01853 -2.00294 -2.10708
H 2.64923 -1.18364 -3.37842
O 3.31479 -1.75922 -3.00039
H -3.59559 1.49374 0.48980
H -3.76755 1.74849 2.00192
O -3.65814 2.19202 1.15698
H 3.56751 -2.86173 0.13903
H 2.52451 -1.62650 -0.07007
O 2.78378 -2.53220 -0.31418
H -2.14815 2.03725 -1.62586
H -3.58556 1.93208 -1.88202
O -2.89999 1.46737 -1.38675
H -1.80881 3.85739 2.45974
H -2.15018 2.87652 1.31752
O -1.39590 3.17964 1.91606
H 0.95401 -4.84860 0.45276
H 1.72661 -3.52551 0.69385
O 1.18539 -4.21489 1.13319
H -2.07334 -3.39247 2.46900
H -0.67495 -3.33931 1.95573
O -1.42633 -2.75531 2.14333
H 3.97226 0.77447 -0.78774
H 4.39769 -0.72395 -0.88384
O 4.71701 0.17301 -0.80176
*
```


Record 8
An isolated ion of composition C5H10N3 and charge +1, computed with the ωB97M-V functional and the def2-TZVPD basis.

Calculated values
Largest force on an atom (eV/Å): 3.65
Gap between HOMO and LUMO (eV): 9.3
LUMO (Ha): -0.1585
HOMO level (eV): -13.59

ORCA input file:
```
! RIJCOSX wB97M-V def2-TZVPD def2/J DEFGRID3
* xyz 1 1
C 0.94533 -0.15665 -0.30340
C -0.65006 2.72046 0.17910
C -1.81458 3.47973 0.56434
C 1.18879 -3.13382 0.03783
C -0.10401 -2.24973 0.04495
N -0.07800 1.93506 -0.45798
N 0.91468 1.17984 -0.79234
N -0.10188 -0.82187 -0.07911
H 2.07727 -0.54862 -0.17744
H -2.73408 2.75106 0.76362
H -1.66755 4.17251 1.46888
H -2.23610 4.09883 -0.28873
H 0.88950 -4.12717 -0.40871
H 1.47310 -3.23906 1.09180
H 2.04173 -2.71955 -0.54841
H -0.52469 -2.42447 1.15057
H -1.01946 -2.48750 -0.66744
H 1.40001 1.57094 -1.57752
*
```


Record 9
A 2-piece molecular cluster, C2H7NS overall, computed with the ωB97M-V functional and the def2-TZVPD basis.

Calculated values
Largest force on an atom (eV/Å): 3.99
Gap between HOMO and LUMO (eV): 6.0
LUMO (Ha): -0.0700
HOMO level (eV): -7.88

ORCA input file:
```
! RIJCOSX wB97M-V def2-TZVPD def2/J DEFGRID3
* xyz 0 1
S 0.09656 2.39051 0.92917
H 0.14909 2.97122 -0.46213
C 0.20438 -0.15234 -0.22812
C 0.81072 -1.38533 0.22002
N -1.16200 -0.15828 -0.64081
H 1.01618 0.53713 -0.48104
H 0.22913 -1.92212 0.96270
H 1.80567 -1.74970 -0.04551
H -1.66656 -0.15091 0.23968
H 0.15764 0.33899 0.82989
H -1.64081 -0.71918 -1.32385
*
```